{"formula": "CH2F2IN3", "method": "ωB97M-V/def2-TZVPD", "symbols": ["I", "F", "F", "N", "N", "N", "C", "H", "H"], "positions_angstrom": [[2.662, -0.998, -0.127], [1.036, 2.553, 0.312], [-0.179, -2.000, 1.066], [-0.233, 2.033, 0.168], [1.286, -0.655, -1.361], [-1.276, -0.087, -0.161], [-0.587, 0.898, -0.078], [-0.814, -1.316, 1.076], [-1.897, -0.428, -0.892]], "forces_ev_per_angstrom": [[0.8, -0.2, 0.6], [-0.2, -1.1, -0.5], [0.3, -0.7, 0.6], [0.0, 2.1, 1.0], [-0.5, 0.2, -0.7], [-1.2, -0.5, 0.5], [0.1, -0.3, -0.9], [-0.1, 0.2, -0.4], [0.9, 0.3, -0.1]], "orbital_gap_ev": [7.87, 7.80], "e_above_lowest_ev": 3.7948, "e_homo_ev": [-9.204, -9.190], "e_tot_ev": -19067.6970, "multiplicity": 1}